Entry 1:
# C9H17NO2

A cluster of 2 separate species, C9H17NO2 in total at a distorted geometry (ωB97M-V/def2-TZVPD, OMol25).

```
29
Properties=species:S:1:pos:R:3:forces:R:3:lowdin_charge:R:1
C -1.5672 -3.0259 0.8086 0.0525 -0.0014 0.0676 -0.09
C -1.3789 -2.5705 -0.6314 -0.1575 -0.0457 -0.0690 -0.26
N -0.6824 -1.3035 -0.6859 0.3302 -2.0676 -0.8993 -0.15
C 0.7654 -1.3716 -0.6646 0.2683 -0.4950 0.1150 -0.09
C 0.0362 -0.9898 -1.8938 -0.1279 0.3663 -0.1141 -0.32
C -0.0166 0.4296 -2.3985 0.0133 0.1120 -0.2910 -0.05
H -2.1134 -2.2644 1.3751 0.0491 -0.1388 -0.0684 0.07
H -0.5938 -3.1745 1.2948 -0.1834 0.0108 -0.0865 0.07
H -2.1211 -3.9728 0.8526 0.1185 0.2264 0.0029 0.07
H -2.3540 -2.4322 -1.1130 0.0793 -0.0271 0.0584 0.12
H -0.8489 -3.3430 -1.1990 0.1071 -0.2589 -0.1380 0.10
H 1.2240 -2.3706 -0.6257 -0.1193 0.3995 -0.0389 0.11
H 1.2650 -0.5996 -0.0840 -0.0440 -0.1752 -0.0522 0.09
H -0.0146 -1.7298 -2.6731 0.0928 -0.4211 -0.2973 0.13
H -0.9435 0.6096 -2.9588 0.1618 -0.0407 0.1022 0.08
H 0.0149 1.1261 -1.5673 -0.0552 -0.0375 -0.0897 0.03
H 0.8277 0.6461 -3.0645 -0.1197 -0.1133 0.0682 0.08
O -0.9251 0.5275 0.4082 -0.8015 2.8329 1.8933 0.02
C -0.9088 1.1611 1.4383 0.0972 -0.1748 -0.2249 -0.21
C 0.1846 2.1308 1.8079 0.1969 -0.1792 0.1081 -0.15
C 1.3298 2.1484 0.7986 0.2243 -0.0821 0.3215 -0.16
C 2.2548 3.3138 1.0231 0.3628 -0.0344 -0.0096 -0.27
O 3.4548 3.2303 1.1323 -0.5982 0.0628 -0.0292 0.06
H -1.7209 1.0670 2.1939 0.0781 -0.0343 -0.1822 0.13
H -0.2783 3.1174 1.8979 -0.0724 0.0866 0.0043 0.12
H 0.5314 1.8773 2.8170 0.0412 0.0543 -0.0668 0.13
H 1.9187 1.2289 0.8365 -0.0858 0.1004 0.0057 0.12
H 0.9134 2.2312 -0.2040 -0.0160 0.0992 -0.1029 0.11
H 1.7471 4.3028 1.0787 0.1073 -0.0241 0.0130 0.13
```
Positions in Å, forces in eV/Å.

Calculated values
SMILES: CCN1C[C@@H]1C.O=CCCC=O
E_tot: -558.2559 Eh
energy relative to the best compared isomer or geometry (same formula, charge and spin): 3.276 eV
highest occupied orbital energy: -0.29857 hartree
total charge: 0
LUMO energy: 0.82 eV

---

Entry 2:
# C9H17NS

An isolated molecule of C9H17NS at a distorted geometry (ωB97M-V/def2-TZVPD, OMol25).

```
28
Properties=species:S:1:pos:R:3:forces:R:3:lowdin_charge:R:1
C -1.9156 0.8343 0.2466 -3.1044 0.1170 0.1328 -0.59
C -3.4748 -1.4806 -0.8521 -1.4002 -0.2264 -0.4309 -0.45
C 0.1924 -0.3038 0.3708 1.7635 -2.2592 -0.3029 -0.27
C -2.3930 2.1553 0.8153 -0.0885 2.6659 -0.8913 -0.17
C -0.1880 -1.5953 1.0881 -1.7702 0.8233 1.0723 -0.01
C 2.4885 0.9361 0.7640 -1.0351 0.2741 -0.9000 -0.03
C 1.4490 0.7497 -1.5460 -2.7992 -3.4303 -0.6584 -0.06
C 2.4466 -1.2312 -0.5035 0.3934 -0.7716 -1.5122 -0.09
C 1.6123 -0.0071 -0.1766 1.2070 1.1956 -0.0509 -0.49
N -0.6634 0.5795 0.1650 -0.1868 1.5597 -0.2763 0.06
S -3.4574 -0.0945 0.0593 0.9344 0.2549 -0.0625 0.91
H -4.5045 -1.7037 -1.2837 1.6958 0.2401 0.6091 0.01
H -2.6673 -2.1832 -0.9368 0.1155 -0.1166 -0.0714 -0.03
H -2.9411 2.0063 1.7492 0.3079 0.0936 0.0638 0.05
H -3.1668 2.8140 0.1484 1.9385 -1.7938 1.1694 0.11
H -1.4697 2.8137 0.9879 -1.4344 -0.9124 -0.0631 0.09
H -0.5565 -1.2605 2.1691 1.3064 -1.1270 -1.8277 0.13
H 0.4989 -2.4490 0.9855 0.0216 0.6710 0.6490 0.07
H -1.1561 -1.9535 0.6692 0.5483 0.1940 0.0397 0.05
H 3.0842 1.4037 -0.0807 0.1632 -0.0754 2.0818 0.09
H 3.0027 0.4828 1.6302 0.3395 -0.3804 -1.0129 0.08
H 1.8558 1.6574 1.3106 0.0751 0.2302 -0.8750 0.07
H 1.1247 -0.0703 -2.3248 0.4773 1.4389 1.2954 0.12
H 0.6238 1.4148 -1.5134 -0.8875 0.6305 0.2321 0.05
H 2.1797 1.2940 -2.0428 2.3154 0.6530 -0.1190 0.05
H 3.2721 -1.0699 -1.2728 -1.1590 0.2309 0.9275 0.11
H 1.7964 -1.9970 -0.9202 -0.1103 -0.1109 -0.4468 0.07
H 2.9272 -1.7418 0.2944 0.3728 -0.0688 1.2283 0.06
```
Positions in Å, forces in eV/Å.

Calculated values
E_tot: -805.8875 Eh
energy relative to the best compared isomer or geometry (same formula, charge and spin): 4.670 eV
highest occupied orbital energy (alpha / beta): -0.24174 / -0.25958 hartree
total charge: 0
LUMO energy (alpha / beta): 0.26 / 0.21 eV